Computed, not measured: a structure of composition C14H16BrN3O5 in a non-equilibrium geometry, with wB97M-V/def2-TZVPD.

For the largest force on an atom, the calculation gives 18.91 eV/Å. The total energy is -3657.02584 Eh. The relative energy (zero: lowest compared OMol25 entry of this formula, charge and spin) is 320.1 kcal per mole. The LUMO energy comes out at -0.0153 Eh. The calculation puts the HOMO energy at -7.59 eV. For the orbital gap, the calculation gives 7.173 eV.

```
39
Properties=species:S:1:pos:R:3:forces:R:3
C 4.2813 0.1897 1.9039 3.6 4.5 0.2
O 4.3117 -1.0908 2.0353 1.4 -7.3 1.3
C 5.3752 -1.7315 1.2343 4.4 -0.7 7.9
C 5.2014 -1.9146 -0.1315 -0.7 -5.5 0.3
H 6.1438 -2.2485 -0.4770 0.9 -1.1 -0.5
H 5.1428 -1.0296 -0.5215 -1.7 4.9 -3.3
C 4.0132 -2.9492 -0.2018 -1.3 12.8 -13.9
N 2.8727 -2.0620 -0.0326 1.2 -0.8 4.8
C 1.9032 -1.7445 -0.8386 -0.8 -0.8 1.7
O 1.6862 -2.0303 -1.9475 0.7 -2.1 -6.5
C 0.7922 -1.0861 -0.2412 -1.7 7.2 10.9
O 0.9731 -0.6067 0.9732 0.0 -2.4 -2.8
N -0.2638 -0.5206 -0.8103 4.0 -6.3 -11.1
N -1.3903 -0.0491 -0.6637 -0.6 2.5 6.8
C -2.2091 0.3303 -1.4904 -1.8 -2.3 -2.2
C -3.4327 0.8654 -1.0274 -3.5 3.9 -2.7
C -4.5224 1.2813 -1.8762 8.0 -6.7 -2.9
C -5.6030 1.9214 -1.6297 -6.4 -0.2 -12.2
C -5.7616 2.4952 -0.5696 4.4 0.4 11.3
C -4.7067 2.0691 0.5202 -0.4 0.9 -4.8
C -3.4928 1.5399 0.1787 -0.2 -2.5 3.5
H -2.7382 1.0631 0.9000 -1.0 1.7 -0.5
O -5.0501 2.6789 1.6191 -1.2 0.4 3.0
C -6.2966 3.2046 1.5154 1.6 8.0 -2.3
O -6.5815 3.3157 -0.0964 -3.1 1.8 4.8
H -7.1098 2.9885 2.1244 -1.4 -2.0 0.5
H -6.2201 4.5557 1.8431 -0.1 -3.9 -1.1
H -6.3883 2.1452 -2.6092 2.2 -0.7 3.0
Br -4.3257 0.5029 -3.7333 -0.6 0.6 0.9
H -2.2455 -0.2011 -2.4261 0.6 0.5 -1.2
H -0.1554 -1.0760 -2.0026 -0.2 1.9 3.2
H 2.8554 -1.7021 0.9674 -0.8 -0.2 -1.8
H 3.8591 -3.0636 -1.4978 0.7 -0.9 3.7
H 4.1159 -3.7121 0.2625 0.8 -9.4 6.0
H 6.4628 -1.1894 1.5626 -2.9 -0.9 -1.0
H 5.5798 -2.8492 1.6571 -0.9 2.7 -0.1
H 3.5674 0.7231 2.4211 -1.9 0.4 1.6
H 4.0647 0.2848 0.9192 -0.4 2.1 -3.5
H 5.2917 0.7020 2.1868 -1.3 -0.7 -0.6
```
Positions in Å, forces in eV/Å.

natural (NBO) atomic charge list, values in e, 5 entries: number 1, C, carries -0.22; number 2, O, carries -0.54; number 3, C, carries -0.05; number 4, C, carries -0.48; number 5, H, carries 0.23